Record 1
Formula: C11H62NO19
Source: OMol25
Level of theory: ωB97M-V/def2-TZVPD

Output
Orbital gap, eV: 9.3
LUMO level, hartree: -0.1100
E_HOMO, eV: -12.29
ΔE to the lowest compared entry with this formula, charge and spin, kcal per mole: 16.7
Molecular weight, g mol⁻¹: 512.61
Charge: +1

The geometry in XYZ format:
```
93
Properties=species:S:1:pos:R:3:mulliken_charge:R:1
C -3.755 0.585 -1.726 -1.414
C -2.350 -0.117 -1.876 -0.566
C -1.383 0.526 -1.048 1.071
C 0.001 -0.154 -0.944 -0.449
N 0.911 0.510 0.034 1.209
C 2.150 -0.453 0.091 -1.097
C 1.781 -1.470 1.167 -0.726
C 0.546 -1.025 1.970 0.234
C 0.476 0.435 1.546 -1.531
C 1.261 1.816 -0.414 -1.123
C 1.905 1.966 -1.874 0.407
C 2.700 3.250 -2.010 -1.362
H -3.676 1.623 -1.855 0.403
H -4.503 0.237 -0.996 0.339
H -4.463 0.238 -2.534 0.378
H -2.313 -0.160 -3.004 0.426
H -2.657 -1.027 -1.416 0.396
H -1.714 0.459 0.090 -0.467
H -1.369 1.639 -1.286 -0.353
H 0.475 -0.455 -1.978 0.533
H -0.344 -1.151 -0.477 -0.500
H 3.008 -0.130 0.356 1.060
H 2.389 -0.776 -0.941 -0.069
H 2.581 -1.506 1.814 0.579
H 1.749 -2.573 0.946 0.292
H 0.520 -1.178 3.153 0.092
H -0.498 -1.551 1.716 0.098
H 1.230 0.887 1.942 1.332
H -0.428 0.987 2.020 0.102
H 2.231 2.260 0.181 -0.046
H 0.497 2.433 -0.266 0.953
H 0.998 1.995 -2.524 0.214
H 2.616 1.260 -2.109 -0.028
H 3.078 3.403 -2.941 0.587
H 3.531 3.409 -1.150 0.115
H 2.174 4.206 -2.003 0.281
O -4.705 -2.944 -1.268 -0.576
H -4.673 -2.853 -2.167 0.301
H -5.186 -2.270 -0.913 0.264
O 5.187 3.653 1.143 -0.686
H 4.627 3.111 1.698 0.426
H 4.676 4.551 1.118 0.322
O -2.225 2.491 -4.510 -0.584
H -1.918 2.994 -3.701 0.303
H -2.529 3.111 -5.216 0.285
O -2.693 1.034 2.886 -0.611
H -2.696 1.794 2.163 0.248
H -2.577 1.560 3.636 0.324
O 0.232 -3.399 -2.623 -0.577
H -0.357 -3.908 -3.203 0.250
H 0.084 -3.412 -1.685 0.308
O -0.899 -3.204 4.846 -0.509
H -0.632 -3.782 4.167 0.245
H -1.080 -3.908 5.321 0.239
O -1.093 4.023 -1.832 -0.574
H -1.894 4.016 -1.321 0.247
H -0.524 4.548 -1.278 0.299
O 3.985 -1.092 -3.238 -0.620
H 4.386 -0.405 -2.678 0.259
H 4.014 -0.456 -3.976 0.319
O -6.553 -1.401 0.045 -0.700
H -6.880 -1.069 -0.936 0.352
H -6.873 -0.631 0.525 0.312
O -0.651 -3.946 0.004 -0.569
H -0.481 -4.265 0.930 0.312
H -1.578 -4.133 0.195 0.241
O 6.686 2.606 -0.765 -0.640
H 5.955 2.844 -0.154 0.344
H 6.805 3.339 -1.369 0.296
O -2.878 2.673 0.828 -0.643
H -3.564 3.129 0.408 0.262
H -2.279 3.438 1.152 0.343
O 2.031 1.077 4.919 -0.598
H 1.549 0.394 5.108 0.244
H 1.384 1.874 4.901 0.346
O 1.089 -1.189 6.092 -0.695
H 0.671 -2.075 5.983 0.309
H 0.658 -0.557 6.684 0.316
O -3.688 -0.602 -5.698 -0.615
H -3.940 0.220 -5.320 0.296
H -4.144 -0.680 -6.608 0.304
O 3.272 -3.424 -1.708 -0.598
H 3.777 -2.981 -2.394 0.238
H 2.694 -3.920 -2.418 0.320
O 3.517 1.828 2.473 -0.691
H 3.108 1.790 3.328 0.225
H 4.357 1.371 2.610 0.361
O -3.032 -1.304 4.306 -0.652
H -2.444 -2.090 4.426 0.380
H -2.675 -0.758 3.599 0.346
O 1.358 -5.692 -0.353 -0.606
H 0.712 -5.050 -0.032 0.308
H 1.153 -6.457 0.174 0.279
```

Record 2
Formula: BrHNO2S
Source: OMol25
Level of theory: ωB97M-V/def2-TZVPD

Output
Orbital gap, eV: 7.5
LUMO level, hartree: 0.1275
E_HOMO, eV: -4.08
ΔE to the lowest compared entry with this formula, charge and spin, kcal per mole: 16.2
Molecular weight, g mol⁻¹: 158.98
Charge: -1

The geometry in XYZ format:
```
6
Properties=species:S:1:pos:R:3:mulliken_charge:R:1
N -0.846 -0.337 0.133 -0.460
O -1.844 1.307 -1.437 -0.539
O -1.806 1.767 1.009 -0.622
S -2.261 0.893 -0.106 0.506
Br -1.262 -2.072 0.829 -0.187
H -0.285 0.141 1.165 0.302
```

Record 3
Formula: C5H10NO
Source: OMol25
Level of theory: ωB97M-V/def2-TZVPD

Output
2S+1: 3
Orbital gap (spin up / spin down), eV: 9.3 / 7.4
LUMO level (spin up / spin down), hartree: -0.1544 / -0.2747
E_HOMO (spin up / spin down), eV: -13.50 / -14.89
ΔE to the lowest compared entry with this formula, charge and spin, kcal per mole: 99.0
Molecular weight, g mol⁻¹: 100.14
Charge: +1

The geometry in XYZ format:
```
17
Properties=species:S:1:pos:R:3:mulliken_charge:R:1
C 0.390 -0.440 -0.837 0.238
C 1.726 -0.987 -0.804 0.188
C 2.476 -1.070 0.438 -1.150
C -1.982 -0.108 0.652 -0.863
C -1.339 1.914 -0.428 -0.712
N -0.977 0.783 0.302 0.030
O 0.406 -1.691 -0.854 -0.183
H 2.333 -1.108 -1.634 0.448
H 2.806 -0.016 0.766 0.288
H 3.418 -1.649 0.249 0.325
H 2.059 -1.607 1.331 0.359
H -2.712 -0.392 -0.095 0.359
H -2.473 0.586 1.491 0.380
H -1.616 -0.949 1.406 0.318
H -2.029 1.702 -1.429 0.327
H -0.490 2.467 -0.752 0.317
H -1.996 2.565 0.199 0.329
```

Record 4
Formula: C6H7ClO
Source: OMol25
Level of theory: ωB97M-V/def2-TZVPD

Output
Structure (SMILES): C=C(/C=C\Cl)[C@@H]1CO1
Orbital gap, eV: 9.8
LUMO level, hartree: 0.0273
E_HOMO, eV: -9.01
ΔE to the lowest compared entry with this formula, charge and spin, kcal per mole: 64.9
Molecular weight, g mol⁻¹: 130.57

The geometry in XYZ format:
```
15
Properties=species:S:1:pos:R:3:mulliken_charge:R:1
C -1.900 0.507 1.225 -0.304
C -1.187 0.149 0.162 -0.385
C 0.102 -0.585 0.115 0.491
C 0.460 -1.500 0.984 -0.894
C 0.970 -0.285 -1.009 -0.085
C 1.245 1.143 -1.374 -0.395
H -2.908 0.851 1.053 0.362
H -1.702 0.475 -0.714 0.345
H 1.482 -1.878 0.927 0.235
H -0.170 -1.841 1.805 0.301
H 1.627 -1.090 -1.337 0.403
H 0.842 1.895 -0.753 0.281
H 2.193 1.421 -1.892 0.252
O 0.298 0.356 -2.091 -0.418
Cl -1.350 0.383 2.900 -0.188
```

Record 5
Formula: C5H13NO2
Source: OMol25
Level of theory: ωB97M-V/def2-TZVPD

Output
Structure (SMILES): C=C(N)CCCO.O
Orbital gap, eV: 8.8
LUMO level, hartree: 0.0248
E_HOMO, eV: -8.09
ΔE to the lowest compared entry with this formula, charge and spin, kcal per mole: 46.1
Molecular weight, g mol⁻¹: 119.16

The geometry in XYZ format:
```
21
Properties=species:S:1:pos:R:3:mulliken_charge:R:1
C 1.601 -1.532 1.142 -0.392
O 2.123 -2.777 0.677 -0.539
C 1.013 -0.720 -0.045 -0.658
C -0.484 -0.350 0.005 -0.411
C -1.020 0.549 -1.101 0.678
C -2.281 0.362 -1.526 -1.131
N -0.160 1.509 -1.558 -0.355
H 0.872 -1.704 1.943 0.275
H 2.453 -1.017 1.576 0.294
H 1.486 -3.148 0.071 0.312
H 1.204 -1.337 -0.922 0.317
H 1.630 0.176 -0.151 0.198
H -0.638 0.140 0.970 0.348
H -1.026 -1.290 -0.061 0.201
H -2.853 -0.304 -0.898 0.260
H -2.664 0.838 -2.418 0.284
H 0.798 1.594 -1.334 0.142
H -0.510 2.044 -2.330 0.203
H -1.513 2.599 1.154 0.318
H -0.195 3.069 1.886 0.311
O -0.963 2.505 1.967 -0.658
```

Record 6
Formula: C6H39NO13
Source: OMol25
Level of theory: ωB97M-V/def2-TZVPD

Output
Orbital gap, eV: 9.6
LUMO level, hartree: 0.0129
E_HOMO, eV: -9.23
ΔE to the lowest compared entry with this formula, charge and spin, kcal per mole: 52.0
Molecular weight, g mol⁻¹: 333.37

The geometry in XYZ format:
```
59
Properties=species:S:1:pos:R:3:mulliken_charge:R:1
C -0.518 -1.454 0.899 -0.298
C -0.564 -0.006 1.382 -0.118
C 0.637 0.508 2.107 0.803
C 1.104 -0.142 3.179 -1.187
C 0.894 1.970 1.889 0.669
C -0.117 2.697 2.813 -1.468
N -0.948 -1.696 -0.510 -0.501
H -1.316 -1.949 1.499 0.096
H 0.418 -2.017 1.086 0.233
H -0.830 0.581 0.487 -0.016
H -1.473 0.091 1.996 0.185
H 0.692 -1.040 3.608 0.321
H 1.892 0.326 3.790 0.307
H 0.531 2.250 0.906 -0.702
H 1.876 2.355 2.204 0.474
H -0.113 3.774 2.586 0.392
H -1.158 2.421 2.690 0.303
H 0.225 2.625 3.856 0.364
H -0.187 -1.355 -1.093 0.173
H -1.699 -1.088 -0.828 0.123
H -3.855 0.589 0.468 0.406
H -4.197 1.440 1.687 0.318
O -3.830 1.515 0.800 -0.603
H -0.558 1.401 -2.031 0.424
H -1.224 1.142 -3.387 0.344
O -1.012 0.671 -2.567 -0.989
H -1.655 3.844 1.015 0.271
H -2.363 2.687 0.170 0.282
O -1.655 3.344 0.200 -0.646
H 0.602 0.139 -2.765 0.525
H 1.761 -0.928 -2.787 0.466
O 1.504 -0.043 -3.145 -0.794
H 3.565 2.083 -2.210 0.269
H 2.396 1.026 -2.490 0.490
O 2.860 1.596 -1.775 -0.830
H 3.543 0.846 -0.488 0.436
H 3.289 0.356 0.991 0.329
O 3.782 0.145 0.187 -0.810
H -2.627 0.499 -2.151 0.512
H -3.847 1.431 -2.092 0.285
O -3.611 0.497 -2.042 -0.716
H 3.769 -1.450 -0.224 0.526
H 4.794 -2.590 0.028 0.281
O 3.968 -2.407 -0.423 -0.733
H -4.035 -2.037 -0.196 0.362
H -4.302 -0.757 -0.973 0.308
O -4.171 -1.065 -0.063 -0.778
H -2.056 -3.410 -0.138 0.379
H -2.770 -3.601 1.219 0.299
O -2.927 -3.534 0.276 -0.707
H 1.966 -3.354 -2.239 0.292
H 3.159 -2.271 -1.975 0.378
O 2.375 -2.520 -2.492 -0.739
H 2.539 -3.437 0.173 0.336
H 2.457 -4.888 0.426 0.286
O 1.920 -4.188 0.040 -0.604
H -0.247 3.222 -0.744 0.343
H 1.124 2.408 -1.359 0.396
O 0.223 2.748 -1.468 -0.747
```